Entry from the Open Molecules 2025 dataset: an isolated molecule of C5H7FS2 (ωB97M-V with the def2-TZVPD basis set).

Geometry as XYZ:
```
15
Properties=species:S:1:pos:R:3:forces:R:3
C -1.483 -1.199 -0.698 3.44 -0.87 -1.55
C -0.741 -0.202 0.213 -0.02 2.35 -0.60
C -1.035 1.375 0.071 -1.02 -1.27 -0.34
C 0.287 0.743 -0.368 0.64 -0.78 -2.01
C 2.728 0.055 0.836 -0.75 -0.88 1.48
H -0.857 -2.197 -0.841 -1.45 1.91 0.80
H -1.553 -0.855 -1.759 0.64 0.43 0.76
H -2.498 -1.348 -0.528 -1.61 -0.61 1.29
H -0.824 1.974 1.004 -1.02 -0.67 -1.14
H -1.917 1.666 -0.634 2.05 -0.38 1.33
H 0.739 0.565 -1.424 -1.36 0.50 1.72
H 3.525 0.078 1.658 -1.05 1.06 -1.37
F -0.402 -0.592 1.485 -0.81 -0.59 -0.25
S 1.509 1.395 0.729 2.18 -1.04 0.22
S 2.521 -1.459 0.257 0.14 0.84 -0.33
```
Positions in Å, forces in eV/Å.

Output
E_LUMO	-0.23	eV
E_HOMO	-8.664	eV
energy above the lowest of the compared OMol25 structures with the same formula, charge and spin	50.8	kcal per mole
spin multiplicity	1
total energy	-29683.7582	eV
orbital gap	8.43	eV
structure (SMILES)	C[C@]1(F)C[C@H]1SC=S